C3H5N3O in the gas phase, computed with ωB97M-V/def2-TZVPD.

XYZ file:
```
12
Properties=species:S:1:pos:R:3:forces:R:3:lowdin_charge:R:1
O -2.850 0.932 0.341 0.011 0.227 -0.107 -0.032
C -2.254 -0.120 -0.356 -0.037 -0.342 -0.115 -0.280
C 0.164 -0.180 0.220 -0.278 0.044 -0.147 -0.183
N -0.822 0.034 -0.428 0.588 -0.105 0.438 0.151
N 2.850 0.090 -0.605 0.053 -0.131 0.351 0.084
C 2.489 -0.320 0.541 0.142 0.075 -0.214 -0.328
N 1.157 -0.387 0.921 -0.330 0.090 -0.235 0.100
H -2.635 1.753 -0.122 -0.097 -0.091 0.110 0.097
H -2.633 -0.209 -1.380 0.091 0.073 0.166 0.120
H -2.494 -1.033 0.196 -0.006 0.116 -0.079 0.128
H 3.867 0.078 -0.670 -0.077 -0.017 -0.016 0.037
H 3.161 -0.640 1.343 -0.059 0.061 -0.152 0.107
```
Forces are in eV/Å.

Calculated values
lowest unoccupied orbital energy = 0.737 eV
energy relative to the best compared isomer or geometry (same formula, charge and spin) = 53.84 kcal per mole
highest occupied orbital energy = -9.4 eV
orbital gap = 10.14 eV
SMILES string = [H]/N=C/N=C=NCO
E_tot = -356.771583 Eh